Entry 1:
C10H30BrN3Si2 | the ωB97M-V functional and the def2-TZVPD basis

Properties
HOMO-LUMO gap   4.1 eV
Highest occupied orbital energy   -5.4 eV
LUMO   -1.302 eV

```
! wB97M-V def2-TZVPD RIJCOSX def2/J DEFGRID3
* xyz 0 1
N -1.4221 -3.6271 -1.1996
C -1.5723 -2.1893 -1.0550
N -2.9873 -1.7403 -0.8761
C -3.9475 -2.2406 -1.9018
C -5.3899 -2.3569 -1.2947
C -5.5096 -3.7599 -0.5891
Br -6.4202 -4.9820 -1.8390
H -0.5053 -3.7740 -1.5991
H -1.5047 -4.1108 -0.3158
H -1.0106 -1.8695 -0.1540
H -1.1357 -1.6804 -1.9254
H -3.3212 -1.9597 0.0641
H -2.9802 -0.7188 -0.9419
H -3.9918 -1.5480 -2.7577
H -3.6923 -3.2282 -2.3054
H -5.6044 -1.5152 -0.6124
H -6.1050 -2.2807 -2.1273
H -4.4825 -4.1083 -0.3902
H -6.0934 -3.6712 0.3335
C 0.6454 1.3904 -1.8459
Si 1.3333 1.9403 -0.1708
C 0.1445 1.2845 1.1452
C 1.2672 3.8220 -0.1498
N 2.9095 1.3135 -0.0167
Si 3.8814 1.5822 1.3678
C 3.1342 0.8799 2.9512
C 4.2700 3.4023 1.6625
C 5.5342 0.7032 1.1058
H -0.3755 1.7735 -1.9833
H 1.2639 1.7675 -2.6614
H 0.6150 0.2968 -1.9100
H -0.8982 1.5118 0.8717
H 0.3288 1.7408 2.1182
H 0.2382 0.1991 1.2446
H 2.0210 4.2416 -0.8171
H 1.4287 4.2187 0.8538
H 0.2843 4.1787 -0.4852
H 2.2931 1.4821 3.3025
H 3.8804 0.8663 3.7547
H 2.7894 -0.1446 2.7960
H 4.6043 3.8804 0.7401
H 5.0691 3.5085 2.4058
H 3.4015 3.9449 2.0418
H 6.0401 1.0939 0.2207
H 5.3820 -0.3705 0.9745
H 6.1903 0.8532 1.9703
*
```

These are the Löwdin partial charges, in e, on atoms 1 to 2: 0.039, -0.199

---

Entry 2:
C10H30FFeO5S5 | the ωB97M-V functional and the def2-TZVPD basis

Properties
Expectation value of S²   6.0093
Energy above the lowest of the compared OMol25 structures with the same formula, charge and spin   230.1 kJ/mol
HOMO-LUMO gap (spin up / spin down)   8.5 / 7.3 eV
Highest occupied orbital energy (spin up / spin down)   -10.4 / -9.2 eV
LUMO (spin up / spin down)   -1.919 / -1.922 eV

```
! wB97M-V def2-TZVPD RIJCOSX def2/J DEFGRID3
* xyz 1 5
Fe -9.4701 20.5920 -10.4398
F -9.1806 22.2188 -9.2934
C -8.2057 23.0129 -14.0968
S -7.5109 22.8397 -12.3589
O -8.1300 21.6033 -11.7683
C -5.7328 22.4917 -12.8683
H -8.0109 24.0412 -14.4013
H -9.2711 22.7889 -14.0430
H -7.8370 22.2525 -14.7852
H -5.1935 22.0052 -12.0555
H -5.2456 23.4097 -13.1969
H -5.9311 21.7915 -13.6798
C -9.2963 19.0095 -14.4626
S -9.1064 18.3561 -12.7452
O -9.9065 19.4057 -11.9836
C -10.3240 16.9538 -12.8235
H -8.4391 19.6459 -14.6820
H -10.1811 19.6278 -14.6142
H -9.3553 18.2759 -15.2666
H -11.2854 17.3926 -13.0904
H -10.5055 16.5043 -11.8473
H -10.0335 16.1410 -13.4892
C -10.0131 18.7746 -7.6153
S -11.6042 18.8813 -8.5650
O -11.1260 19.7421 -9.7296
C -11.9038 17.1382 -9.0867
H -9.2491 18.2595 -8.1976
H -10.2777 18.1511 -6.7613
H -9.7245 19.7042 -7.1249
H -12.8573 16.9218 -9.5686
H -11.9134 16.6569 -8.1088
H -11.0674 16.6343 -9.5711
C -11.2754 24.3270 -11.7411
S -11.9192 22.5543 -11.6508
O -10.7169 21.6324 -11.6852
C -12.4792 22.7269 -9.8503
H -10.5701 24.6142 -10.9612
H -12.0401 25.0748 -11.5313
H -10.8677 24.5312 -12.7311
H -11.6249 22.4606 -9.2279
H -13.2955 22.0342 -9.6451
H -12.8075 23.7313 -9.5829
C -5.4088 18.6370 -10.5003
S -6.5092 20.0203 -9.9227
O -7.9164 19.4750 -9.8857
C -5.9393 19.7990 -8.1549
H -4.3552 18.9161 -10.4853
H -5.7322 18.2478 -11.4657
H -5.4560 17.8076 -9.7945
H -6.3803 20.5369 -7.4848
H -4.8767 19.5641 -8.0936
H -6.5104 18.9022 -7.9146
*
```

These are the Löwdin partial charges, in e, on atoms 1 to 2: 0.578, -0.522

---

Entry 3:
C10H30IrO2P2Si | the ωB97M-V functional and the def2-TZVPD basis

Properties
Expectation value of S²   8.7687
Energy above the lowest of the compared OMol25 structures with the same formula, charge and spin   77.2 kJ/mol
HOMO-LUMO gap (spin up / spin down)   4.7 / 6.3 eV
Highest occupied orbital energy (spin up / spin down)   -4.4 / -7.8 eV
LUMO (spin up / spin down)   0.343 / -1.474 eV

```
! wB97M-V def2-TZVPD RIJCOSX def2/J DEFGRID3
* xyz 0 6
Ir -1.2880 0.1743 2.2600
Si -2.9985 0.5985 0.7900
P -0.9318 -1.8402 1.2598
P -0.1702 1.9675 1.4854
H 1.4652 -0.6267 -2.5414
C 0.7569 -2.3015 1.7366
H 0.7873 -3.3809 1.9287
H 1.0299 -1.7541 2.6478
H 1.4565 -2.0506 0.9318
C -1.1807 -2.2983 -0.4548
H -0.8511 -3.3319 -0.6126
H -0.5981 -1.6426 -1.1070
H -2.2357 -2.2246 -0.7314
C -1.9540 -2.9905 2.2610
H -1.4713 -3.9785 2.2509
H -2.9651 -3.0586 1.8380
H -2.0038 -2.6028 3.2898
C 1.5712 1.6822 1.9178
H 2.0223 2.6384 2.2144
H 2.1111 1.2675 1.0581
H 1.6059 0.9759 2.7581
C -0.1802 2.6853 -0.1800
H 0.4700 3.5747 -0.1924
H -1.1980 2.9923 -0.4550
H 0.2034 1.9582 -0.9112
C -0.6609 3.2976 2.6356
H 0.1646 4.0144 2.7210
H -0.8651 2.8399 3.6118
H -1.5611 3.8037 2.2695
C -2.8365 0.6643 -1.1091
H -2.5798 -0.3084 -1.5413
H -2.1124 1.4113 -1.4492
H -3.8290 0.9524 -1.4866
H -4.0245 -0.4583 1.0312
H -3.5432 1.9330 1.1591
C 2.4546 -0.1916 -3.1950
O 1.5812 0.4314 -2.4406
C 3.4875 -1.0960 -2.5875
H 4.4625 -0.9805 -3.0794
H 3.1659 -2.1406 -2.7490
H 3.5693 -0.9060 -1.5180
C 2.5934 0.0303 -4.6150
H 3.5920 0.4354 -4.7899
H 1.8997 0.7349 -5.0908
H 2.5597 -0.8983 -5.1954
O -0.9710 -0.0018 3.9759
*
```

These are the Löwdin partial charges, in e, on atoms 1 to 2: 0.708, 0.223

---

Entry 4:
C10H30N4NaO10 | the ωB97M-V functional and the def2-TZVPD basis

Properties
Expectation value of S²   0.7549
HOMO-LUMO gap (spin up / spin down)   9.4 / 3.4 eV
Highest occupied orbital energy (spin up / spin down)   -9.7 / -7.8 eV
LUMO (spin up / spin down)   -0.226 / -4.435 eV

```
! wB97M-V def2-TZVPD RIJCOSX def2/J DEFGRID3
* xyz 0 2
Na 1.0789 0.7159 -1.1857
N -0.3995 4.2286 -1.7683
O 0.4334 5.0818 -1.7792
O -1.5278 4.5172 -2.0872
O -0.1426 3.0608 -1.5582
N -1.2344 0.6823 -3.8163
O -2.1190 0.1244 -3.2293
O -1.5328 1.6336 -4.5266
O -0.0801 0.3376 -3.6539
C 2.8343 -2.8912 -1.3136
C 1.5698 -2.7534 -0.6667
C 1.6714 -2.4069 0.8311
O 0.4531 -2.6291 1.5601
C 0.5382 -2.1720 2.9242
N 0.7531 -1.7606 -1.3820
H 3.4293 -1.9854 -1.4300
H 2.7633 -3.3505 -2.2996
H 3.4739 -3.6108 -0.8026
H 0.9901 -3.6707 -0.7697
H 1.9825 -1.3622 0.8375
H 2.4757 -3.0506 1.1875
H 0.8038 -1.1199 3.0275
H 1.2321 -2.8103 3.4713
H -0.4537 -2.3267 3.3489
H 0.4696 -2.0766 -2.2984
H -0.0865 -1.6248 -0.8374
C -3.6387 0.8704 0.3578
C -2.3268 0.0907 0.6335
C -2.5933 -1.4507 0.6197
O -3.6446 -1.8640 1.5336
C -3.4941 -1.4887 2.8874
N -1.4329 0.4338 -0.4928
H -3.9979 0.7231 -0.6607
H -3.4631 1.9458 0.3859
H -4.3356 0.5669 1.1391
H -1.9624 0.4151 1.6082
H -1.6163 -1.8758 0.8495
H -2.9451 -1.8848 -0.3162
H -3.8024 -0.4769 3.1504
H -2.4327 -1.5892 3.1143
H -4.0412 -2.1853 3.5227
H -1.5564 1.3852 -0.8083
H -1.8102 0.0025 -1.3246
C 1.1935 2.0740 1.9112
O 2.1666 1.2959 1.1034
H 1.6279 3.0008 2.2857
H 0.3009 2.2995 1.3276
H 0.8107 1.5003 2.7552
H 3.0067 1.4479 1.5424
C 3.2564 2.9374 -1.3128
O 3.3050 1.6963 -2.0062
H 3.8259 3.7177 -1.8177
H 2.2754 3.2783 -0.9819
H 3.7816 2.7619 -0.3740
H 4.1669 1.5916 -2.4159
*
```

These are the Löwdin partial charges, in e, on atoms 1 to 2: 0.370, -0.655

---

Entry 5:
C10H30O10 | the ωB97M-V functional and the def2-TZVPD basis

Properties
SMILES string   OCCO.OCCO.OCCO.OCCO.OCCO
Energy above the lowest of the compared OMol25 structures with the same formula, charge and spin   294.5 kJ/mol
HOMO-LUMO gap   10.3 eV
Highest occupied orbital energy   -10.0 eV
LUMO   0.283 eV

```
! wB97M-V def2-TZVPD RIJCOSX def2/J DEFGRID3
* xyz 0 1
O 2.2957 -2.5627 3.4089
C 1.7652 -2.5362 4.7054
C 2.6670 -1.5218 5.4522
O 3.4998 -2.1465 6.3826
H 1.7318 -3.1055 2.8530
H 0.7484 -2.1521 4.6241
H 1.7449 -3.5424 5.1241
H 1.9677 -0.8553 5.9569
H 3.3003 -0.9705 4.7572
H 4.0558 -1.5435 6.8814
O 4.4456 8.4039 3.6448
C 4.2258 8.1631 2.2840
C 4.2135 6.6619 2.0432
O 3.1808 5.9304 2.5807
H 3.8077 7.9040 4.1595
H 3.2297 8.5380 2.0489
H 4.8762 8.7064 1.5985
H 5.0863 6.1825 2.4865
H 4.1953 6.5756 0.9568
H 3.1056 6.1037 3.5219
O 3.1357 -2.6913 -6.4680
C 2.2157 -1.7349 -6.0832
C 1.0384 -2.3090 -5.2855
O 0.0006 -2.8053 -6.0093
H 2.7243 -3.3092 -7.0767
H 2.8360 -1.1508 -5.4033
H 1.9604 -1.1145 -6.9423
H 0.6468 -1.6496 -4.5109
H 1.2609 -3.1803 -4.6696
H -0.8283 -2.7023 -5.5362
O -0.4967 1.2525 -0.0683
C -1.8862 1.4895 0.2417
C -2.4548 0.8282 1.4643
O -2.6113 -0.5919 1.2225
H 0.0738 1.9575 0.2465
H -2.0328 2.5490 0.4516
H -2.3665 1.0604 -0.6377
H -3.4392 1.2551 1.6561
H -1.7642 0.7776 2.3061
H -1.9272 -0.7899 0.5788
O -5.8091 -4.7287 -0.8991
C -6.5870 -4.3585 -2.0529
C -5.6699 -4.0505 -3.2461
O -5.2139 -2.7050 -3.3072
H -5.3706 -3.9663 -0.5143
H -7.2784 -5.1966 -2.1408
H -7.3612 -3.6141 -1.8666
H -6.3003 -4.0896 -4.1344
H -4.7206 -4.5846 -3.2876
H -5.9174 -2.0804 -3.4985
*
```

These are the Löwdin partial charges, in e, on atoms 1 to 2: -0.079, -0.234

---

Entry 6:
C10H30O13P2S5Tl | the ωB97M-V functional and the def2-TZVPD basis

Properties
Energy above the lowest of the compared OMol25 structures with the same formula, charge and spin   0.0 kJ/mol
HOMO-LUMO gap   2.0 eV
Highest occupied orbital energy   3.1 eV
LUMO   5.163 eV

```
! wB97M-V def2-TZVPD RIJCOSX def2/J DEFGRID3
* xyz -3 1
Tl -0.7843 -0.6106 0.0382
P -1.2139 -2.0142 3.2451
O -0.7291 -2.9487 2.0790
O -2.7126 -2.3961 3.4119
O -0.9781 -0.5693 2.7907
O -0.4799 -2.4463 4.5745
P -3.2886 -2.2917 -1.2422
O -3.2158 -1.7470 0.2262
O -4.4307 -3.3190 -1.2908
O -1.9234 -3.0765 -1.0946
O -3.1359 -1.0557 -2.1098
C 1.3775 3.1148 -3.1573
S 0.8720 1.3222 -3.1586
O 0.7814 0.9411 -1.7115
C -0.8359 1.6795 -3.6221
H 2.4228 3.1065 -2.8444
H 0.7888 3.6567 -2.4219
H 1.2981 3.4480 -4.1932
H -0.8646 1.8698 -4.6948
H -1.2605 2.4863 -3.0244
H -1.3785 0.8003 -3.2533
C 2.3569 -4.2238 -2.7605
S 1.8335 -3.4055 -1.1526
O 1.1650 -2.1356 -1.5696
C 0.5762 -4.5486 -0.5751
H 3.0913 -3.6254 -3.2908
H 1.4115 -4.4272 -3.2598
H 2.8431 -5.1690 -2.4991
H -0.1906 -4.8723 -1.2774
H 0.1960 -4.2396 0.4011
H 1.1615 -5.4731 -0.4337
C -0.0395 4.1564 2.5909
S 0.8195 2.7801 1.8067
O -0.1687 1.9683 0.9890
C 0.8873 1.7623 3.3039
H -0.7115 4.6986 1.9244
H 0.6869 4.7560 3.1492
H -0.7344 3.9190 3.4064
H 1.2793 0.7957 2.9786
H -0.1295 1.5823 3.6496
H 1.5590 2.1169 4.0920
C 4.2228 -0.9568 -0.6383
S 3.2490 0.3245 0.2517
O 2.0672 -0.3677 0.8284
C 4.4970 0.6427 1.5537
H 4.4162 -1.8030 0.0174
H 5.1489 -0.5476 -1.0509
H 3.5720 -1.1944 -1.4791
H 5.5026 0.3227 1.2983
H 4.0608 0.2985 2.4950
H 4.4636 1.7190 1.7561
C -3.3938 1.4710 1.7193
S -3.3612 2.2715 0.0590
O -2.2656 1.6222 -0.6874
C -4.9401 1.5924 -0.5889
H -4.1514 1.7035 2.4729
H -2.4592 1.7932 2.1926
H -3.2304 0.3853 1.7583
H -5.2979 2.2418 -1.3829
H -5.6230 1.5532 0.2616
H -4.6794 0.5626 -0.8566
*
```

These are the Löwdin partial charges, in e, on atoms 1 to 2: 0.972, -0.095

---

Number 1: largest force on an atom 2.8 eV/Å. Number 2: largest force on an atom 2.8 eV/Å. Number 3: largest force on an atom 4.8 eV/Å. Number 4: largest force on an atom 3.7 eV/Å. Number 5: largest force on an atom 3.5 eV/Å. Number 6: largest force on an atom 2.7 eV/Å.